[1]
{
  "formula": "C5H12NSe",
  "method": "ωB97M-V with the def2-TZVPD basis set",
  "homo_energy_ha": -0.4457,
  "gap_ev": 6.4019,
  "total_charge": 1,
  "symbols": ["C", "C", "C", "C", "C", "N", "Se", "H", "H", "H", "H", "H", "H", "H", "H", "H", "H", "H", "H"],
  "positions_angstrom": [[-1.42955, 1.07105, -0.15204], [-0.01150, 1.40491, -0.34079], [-1.55872, -0.09174, 0.90662], [0.92234, 0.29756, -0.57329], [3.27577, -1.33051, -0.52326], [-2.89504, -0.68386, 0.76876], [2.40911, 0.18004, 0.32558], [-1.81633, 2.03877, 0.16164], [-1.94459, 0.76693, -1.09421], [0.24309, 2.16921, -1.03152], [0.41698, 1.91289, 0.64432], [-0.77487, -0.88927, 0.45319], [-1.38851, 0.39284, 1.86484], [0.73027, -0.49709, -1.29667], [2.48087, -2.03349, -0.70044], [3.91773, -1.11971, -1.36962], [3.99356, -1.58586, 0.34985], [-3.48941, -0.73182, -0.02006], [-3.08119, -1.27086, 1.62710]],
  "atomic_forces_ev_per_a": [[-1.21, -0.61, -0.15], [2.78, 0.47, 2.98], [-0.97, -0.30, -4.38], [-0.58, -0.57, -0.59], [1.53, 0.03, 2.32], [1.69, -0.42, 4.45], [0.87, 0.39, -0.08], [-0.91, -0.32, 0.22], [0.47, 0.23, 0.57], [-0.14, 0.78, -1.24], [-1.01, -0.80, -1.56], [-0.85, 1.46, 1.78], [0.30, -0.92, 0.38], [-0.12, 0.27, -0.10], [0.18, -0.61, -0.06], [-0.34, 0.40, -0.25], [-1.28, -0.36, -1.56], [0.01, 0.01, -0.64], [-0.41, 0.87, -2.08]]
}

---

[2]
{
  "formula": "C5H12O",
  "method": "ωB97M-V with the def2-TZVPD basis set",
  "homo_energy_ha": [0.0621, -0.1791],
  "gap_ev": [2.0877, 8.9806],
  "total_charge": -1,
  "spin_multiplicity": 2,
  "symbols": ["C", "C", "C", "C", "C", "H", "H", "H", "H", "H", "H", "H", "H", "H", "H", "H", "H", "O"],
  "positions_angstrom": [[-1.07481, 1.04684, 1.12189], [-0.63993, 0.72984, -0.34864], [0.70370, 0.13064, -0.46655], [1.34100, -0.07811, -1.59547], [1.43946, -0.15341, 0.83182], [-0.33207, 1.66796, 1.80098], [-1.95323, 1.65678, 1.11082], [-1.31557, 0.12452, 1.72313], [-1.42140, 0.24925, -0.91899], [-0.76673, 1.70968, -1.01085], [2.15741, -0.77435, -1.81406], [0.97424, 0.34352, -2.59251], [0.99298, -0.59657, 1.64037], [2.07628, -0.97148, 0.70241], [1.86048, 0.79367, 1.15271], [-1.79652, -1.87978, -1.10370], [-1.11280, -1.90143, 0.28052], [-1.13252, -2.09759, -0.51389]],
  "atomic_forces_ev_per_a": [[1.28, 0.12, 0.91], [-0.51, 3.59, -0.25], [-0.15, -0.26, 1.80], [0.05, 0.18, -3.93], [-0.20, 0.71, -1.84], [-1.02, -1.26, -1.57], [-0.77, 0.28, -0.05], [0.28, 0.76, -0.63], [-0.41, -1.25, 0.08], [0.90, -1.13, 1.60], [0.16, 0.37, 0.84], [0.05, -0.56, 1.52], [-2.50, -0.29, 2.07], [2.24, -0.60, -0.93], [0.72, -0.01, 0.30], [-2.25, 1.18, -0.93], [-0.72, 3.50, 11.35], [2.84, -5.33, -10.35]]
}

---

[3]
{
  "formula": "C5H12O",
  "method": "ωB97M-V with the def2-TZVPD basis set",
  "homo_energy_ha": -0.3673,
  "smiles": "C=CCCC.O",
  "gap_ev": 11.0458,
  "total_charge": 0,
  "symbols": ["C", "C", "C", "C", "C", "H", "H", "H", "H", "H", "H", "H", "H", "H", "H", "O", "H", "H"],
  "positions_angstrom": [[-2.24601, -0.52354, -0.79357], [-1.44078, 0.34040, -0.17639], [-0.00986, 0.60891, -0.55100], [0.92521, 0.73817, 0.65487], [2.33511, 1.15510, 0.24194], [-1.89824, -1.11270, -1.64176], [-3.28265, -0.65873, -0.49657], [-1.83293, 0.92392, 0.65930], [0.02858, 1.54625, -1.12620], [0.35174, -0.18311, -1.22051], [0.51281, 1.48309, 1.34981], [0.95045, -0.21742, 1.19425], [2.31348, 2.10188, -0.31165], [2.98520, 1.29271, 1.11200], [2.79958, 0.40292, -0.40651], [-0.67178, -2.76707, 0.84257], [-1.18300, -1.95726, 0.70139], [-0.63693, -3.17352, -0.03197]],
  "atomic_forces_ev_per_a": [[0.05, 0.15, 0.03], [-0.13, -0.09, -0.09], [0.00, -0.01, -0.06], [-0.04, -0.01, 0.04], [0.05, 0.01, -0.01], [-0.02, 0.08, 0.14], [0.16, 0.05, -0.01], [0.04, -0.08, -0.12], [-0.01, -0.10, 0.09], [-0.06, 0.12, 0.07], [0.05, -0.11, -0.10], [0.01, 0.14, -0.07], [0.01, -0.13, 0.08], [-0.10, -0.04, -0.12], [-0.09, 0.10, 0.09], [-0.01, -0.02, -0.12], [0.08, -0.10, -0.01], [0.01, 0.04, 0.17]]
}

---

[4]
{
  "formula": "C5H12O",
  "method": "ωB97M-V with the def2-TZVPD basis set",
  "homo_energy_ha": -0.3570,
  "smiles": "CCCCOC",
  "gap_ev": 10.8449,
  "total_charge": 0,
  "symbols": ["C", "C", "C", "C", "O", "C", "H", "H", "H", "H", "H", "H", "H", "H", "H", "H", "H", "H"],
  "positions_angstrom": [[-2.58510, 0.35931, -0.33968], [-1.24202, -0.30936, -0.62165], [-0.29657, -0.27647, 0.58116], [1.04255, -0.98364, 0.29904], [2.16740, -0.35202, 0.87509], [2.54911, 0.80387, 0.18008], [-3.08736, -0.11037, 0.51377], [-3.26010, 0.28937, -1.19930], [-2.44900, 1.42097, -0.10280], [-0.75200, 0.18928, -1.47029], [-1.40724, -1.34989, -0.93476], [-0.11118, 0.76872, 0.86831], [-0.78921, -0.73956, 1.44582], [1.04111, -2.00110, 0.70508], [1.18825, -1.06568, -0.79349], [3.52083, 1.12625, 0.56716], [1.83466, 1.62712, 0.32376], [2.63587, 0.60321, -0.89729]],
  "atomic_forces_ev_per_a": [[-0.04, 0.01, 0.02], [0.02, -0.02, -0.04], [-0.02, 0.01, 0.04], [-0.19, -0.12, -0.06], [-0.01, -0.14, 0.07], [0.12, 0.35, -0.02], [0.08, 0.06, -0.10], [0.12, 0.03, 0.11], [-0.03, -0.14, -0.02], [-0.07, -0.08, 0.12], [0.04, 0.13, 0.07], [0.02, -0.20, -0.11], [0.10, 0.07, -0.10], [-0.07, 0.16, -0.08], [0.01, 0.04, 0.17], [-0.18, -0.10, -0.06], [0.07, -0.07, -0.07], [0.04, 0.04, 0.08]]
}

---

[5]
{
  "formula": "C5H12O",
  "method": "ωB97M-V with the def2-TZVPD basis set",
  "homo_energy_ha": -0.3449,
  "smiles": "C=CCCO.C",
  "gap_ev": 10.3225,
  "total_charge": 0,
  "symbols": ["C", "C", "C", "C", "O", "H", "H", "H", "H", "H", "H", "H", "H", "C", "H", "H", "H", "H"],
  "positions_angstrom": [[0.33267, -1.82938, 0.07459], [0.62883, -0.53507, 0.01048], [-0.33324, 0.51252, -0.48358], [-0.14691, 0.51139, -1.98727], [-0.95934, 1.49628, -2.57969], [-0.68097, -2.17285, -0.12992], [1.05057, -2.56233, 0.42951], [1.61737, -0.18068, 0.30690], [-1.37199, 0.26752, -0.22692], [-0.12585, 1.51138, -0.07761], [-0.39104, -0.50177, -2.34153], [0.92454, 0.68043, -2.18986], [-0.84442, 1.42349, -3.53376], [0.05906, 0.28511, 2.54850], [0.06488, -0.54426, 1.84043], [-0.97744, 0.59697, 2.68657], [0.64752, 1.14149, 2.19172], [0.50576, -0.10023, 3.46143]],
  "atomic_forces_ev_per_a": [[0.11, 0.08, -0.25], [0.15, -0.39, -0.44], [0.01, -0.08, -0.05], [0.22, -0.28, 0.11], [-0.06, 0.12, -0.35], [0.19, -0.01, -0.07], [-0.08, 0.06, -0.12], [-0.12, -0.18, -0.20], [0.20, -0.05, -0.08], [0.07, -0.28, -0.08], [-0.01, 0.23, -0.12], [-0.20, 0.03, -0.14], [-0.11, 0.15, 0.09], [-0.11, -0.05, 0.33], [-0.06, 0.71, 0.75], [0.11, 0.05, 0.29], [-0.15, -0.35, 0.01], [-0.16, 0.23, 0.32]]
}

---

[6]
{
  "formula": "C5H12O",
  "method": "ωB97M-V with the def2-TZVPD basis set",
  "homo_energy_ha": -0.3998,
  "smiles": "C1CCCC1.O",
  "gap_ev": 11.6873,
  "total_charge": 0,
  "symbols": ["C", "C", "C", "C", "C", "H", "H", "H", "H", "H", "H", "H", "H", "H", "H", "O", "H", "H"],
  "positions_angstrom": [[1.02826, -0.13254, 2.11009], [-0.51243, -0.10916, 2.20873], [-1.02147, -0.65225, 0.85338], [0.18142, -0.57728, -0.13988], [1.33969, -0.86103, 0.77457], [1.62362, -0.55692, 2.94129], [1.35839, 0.91328, 1.95934], [-0.91838, 0.92072, 2.21185], [-0.97058, -0.65409, 3.05643], [-1.88497, -0.03974, 0.52990], [-1.38648, -1.68254, 1.02864], [0.26293, 0.41750, -0.61864], [0.20625, -1.33986, -0.94195], [1.49044, -1.95488, 0.85343], [2.23260, -0.43304, 0.27960], [-0.81902, 2.59503, -5.76244], [-1.70243, 2.45647, -5.35176], [-0.50786, 1.69035, -5.99263]],
  "atomic_forces_ev_per_a": [[0.60, 0.22, -0.55], [-0.59, 0.40, -0.27], [-0.64, -0.27, -0.39], [-0.90, -0.46, 0.12], [1.29, 0.40, -0.16], [-0.66, 0.24, -0.22], [0.03, -0.46, 0.30], [0.58, -0.31, 0.66], [0.44, 0.26, -0.39], [0.33, -0.50, -0.03], [0.28, 0.32, -0.54], [-0.11, -0.38, 0.35], [-0.55, 0.46, 0.26], [-0.11, 0.51, 0.30], [0.00, -0.43, 0.55], [-0.59, -1.07, 0.19], [0.96, 0.11, -0.45], [-0.37, 0.96, 0.27]]
}

---

[7]
{
  "formula": "C5H12O",
  "method": "ωB97M-V with the def2-TZVPD basis set",
  "homo_energy_ha": -0.3088,
  "smiles": "CC=C(C)C.O",
  "gap_ev": 9.2366,
  "total_charge": 0,
  "symbols": ["C", "C", "C", "C", "C", "H", "H", "H", "H", "H", "H", "H", "H", "H", "H", "O", "H", "H"],
  "positions_angstrom": [[1.71822, 0.86092, -1.73082], [0.68444, 0.55026, -0.70538], [0.42873, 1.35273, 0.34806], [-0.87166, 1.12640, 1.09862], [1.32736, 2.50374, 0.76976], [2.56539, 0.29549, -1.24198], [1.70348, 0.49746, -2.75948], [2.22077, 1.81510, -1.69332], [-0.03380, -0.26941, -0.76660], [-1.47596, 2.03462, 1.12068], [-0.59893, 0.72270, 2.07492], [-1.52135, 0.39604, 0.61904], [2.22486, 2.48157, 0.17354], [1.61615, 2.38984, 1.83994], [0.73668, 3.39548, 0.58868], [-2.78531, -5.15892, 0.19172], [-2.75033, -6.11545, 0.26848], [-2.03630, -4.91304, -0.34505]],
  "atomic_forces_ev_per_a": [[2.86, -2.05, 1.35], [-1.60, 1.79, 0.41], [-0.18, -0.70, -0.80], [0.79, -0.29, 0.08], [-0.86, -1.12, 0.30], [-0.04, -0.07, -1.03], [-0.73, -0.02, 0.27], [-0.84, 0.80, -0.16], [0.40, 0.05, -0.78], [0.24, 0.14, 0.52], [-0.56, 0.42, 0.42], [0.26, -0.19, -0.17], [0.27, 0.34, -0.05], [-0.34, 0.32, -0.65], [0.34, 0.56, 0.29], [-0.38, 0.00, 0.25], [0.05, -0.05, -0.03], [0.33, 0.05, -0.23]]
}

---

[8]
{
  "formula": "C5H12O",
  "method": "ωB97M-V with the def2-TZVPD basis set",
  "homo_energy_ha": -0.3678,
  "smiles": "C=CCC.CO",
  "gap_ev": 11.1006,
  "total_charge": 0,
  "symbols": ["C", "C", "C", "C", "H", "H", "H", "H", "H", "H", "H", "H", "C", "O", "H", "H", "H", "H"],
  "positions_angstrom": [[0.55665, -1.82136, -0.43944], [-0.65444, -1.39552, -0.06024], [-1.42030, -0.28195, -0.71334], [-1.94123, 0.72617, 0.30916], [1.04097, -2.65491, 0.05699], [1.07912, -1.37684, -1.28381], [-1.15736, -1.91151, 0.75920], [-0.78477, 0.21779, -1.45610], [-2.27676, -0.70465, -1.25733], [-2.60819, 0.24004, 1.03118], [-2.50311, 1.52375, -0.18549], [-1.10919, 1.17378, 0.86281], [2.13883, 1.28516, 0.22541], [1.67012, 0.60630, 1.37247], [1.38809, 1.96353, -0.19926], [2.48267, 0.62240, -0.58003], [3.00126, 1.91135, 0.47295], [1.09765, -0.12354, 1.08485]],
  "atomic_forces_ev_per_a": [[-0.55, 0.08, 0.11], [0.45, -0.34, -0.36], [-0.02, -0.01, -0.05], [0.00, 0.09, 0.06], [-0.02, 0.07, -0.02], [-0.07, 0.02, 0.13], [0.08, 0.12, -0.04], [-0.10, -0.10, 0.11], [0.16, 0.01, 0.05], [0.12, 0.09, -0.10], [0.07, -0.07, 0.10], [-0.14, 0.00, -0.03], [0.16, 0.30, -0.44], [0.06, -0.08, -0.12], [-0.11, -0.11, 0.05], [-0.15, -0.13, 0.19], [-0.14, -0.18, 0.34], [0.20, 0.24, 0.01]]
}

---

[9]
{
  "formula": "C5H12O",
  "method": "ωB97M-V with the def2-TZVPD basis set",
  "homo_energy_ha": -0.3245,
  "gap_ev": 9.9114,
  "total_charge": 0,
  "symbols": ["C", "C", "C", "O", "C", "C", "H", "H", "H", "H", "H", "H", "H", "H", "H", "H", "H", "H"],
  "positions_angstrom": [[2.93834, -0.34668, 0.26961], [1.59309, -0.74041, -0.32614], [0.49751, 0.20564, 0.10055], [-0.70681, -0.21514, -0.50885], [-1.72306, 0.57119, -0.11488], [-3.10780, 0.10155, -0.43438], [3.71946, -1.04760, -0.03601], [2.89959, -0.34276, 1.36501], [3.23983, 0.65515, -0.05762], [1.31260, -1.75345, -0.01475], [1.64095, -0.74527, -1.42133], [0.34218, 0.20536, 1.19399], [0.71125, 1.24341, -0.20480], [-1.58405, 1.64515, -0.21980], [-1.74234, 0.51419, 1.38402], [-3.79986, 0.80536, -0.91382], [-3.01128, 0.18378, 0.69052], [-3.21959, -0.93948, -0.75132]],
  "atomic_forces_ev_per_a": [[0.11, 0.00, 0.04], [0.08, -0.04, -0.02], [0.32, -0.04, -0.07], [0.42, 0.04, -0.30], [0.68, 0.44, 2.94], [-0.25, -0.02, 1.61], [-0.06, 0.09, 0.05], [0.02, 0.00, -0.15], [-0.04, -0.14, 0.04], [0.07, 0.12, -0.04], [0.03, -0.01, 0.14], [0.12, -0.04, -0.20], [0.07, -0.16, 0.06], [0.22, 0.14, -0.25], [1.20, 0.40, -3.02], [0.51, -0.25, 0.10], [-3.75, -0.91, -1.02], [0.25, 0.37, 0.09]]
}

---

[10]
{
  "formula": "C5H12O",
  "method": "ωB97M-V with the def2-TZVPD basis set",
  "homo_energy_ha": -0.3683,
  "smiles": "C=CC(C)C.O",
  "gap_ev": 11.0471,
  "total_charge": 0,
  "symbols": ["C", "C", "C", "C", "C", "H", "H", "H", "H", "H", "H", "H", "H", "H", "H", "O", "H", "H"],
  "positions_angstrom": [[-1.51131, -0.59702, -1.04541], [-0.50519, -0.77650, -0.19076], [0.68395, 0.14495, -0.06733], [1.79955, -0.38743, -0.97248], [1.15878, 0.27884, 1.38195], [-2.33661, -1.29909, -1.13260], [-1.54677, 0.28203, -1.68960], [-0.49922, -1.66379, 0.44604], [0.38478, 1.13888, -0.43090], [1.45857, -0.43972, -2.01103], [2.08597, -1.40203, -0.67243], [2.69031, 0.24784, -0.92190], [1.43583, -0.70234, 1.79033], [0.38435, 0.71579, 2.02238], [2.04225, 0.92476, 1.43910], [-2.79981, 1.23562, 1.00978], [-2.25181, 0.46985, 0.78507], [-2.67361, 1.82937, 0.25980]],
  "atomic_forces_ev_per_a": [[0.14, -0.06, 0.07], [-0.18, 0.02, -0.12], [-0.07, 0.01, -0.04], [0.10, -0.04, -0.07], [0.01, 0.02, 0.04], [0.17, 0.08, 0.03], [0.02, -0.15, 0.08], [0.04, 0.08, -0.10], [0.05, -0.16, 0.02], [0.08, 0.04, 0.12], [0.00, 0.12, 0.01], [-0.11, -0.07, 0.00], [-0.06, 0.16, -0.06], [0.09, -0.11, -0.11], [-0.13, -0.10, -0.02], [0.05, 0.11, -0.01], [-0.14, 0.14, 0.01], [-0.05, -0.06, 0.15]]
}

---

[11]
{
  "formula": "C5H12O",
  "method": "ωB97M-V with the def2-TZVPD basis set",
  "homo_energy_ha": -0.3312,
  "gap_ev": 9.5745,
  "total_charge": 0,
  "symbols": ["C", "C", "C", "C", "C", "O", "H", "H", "H", "H", "H", "H", "H", "H", "H", "H", "H", "H"],
  "positions_angstrom": [[-0.57859, -0.76597, 0.34829], [0.28527, -0.41260, -0.83543], [1.32048, -1.40328, -1.30408], [0.81746, 0.88155, -0.26501], [-0.46619, 1.35260, 0.32466], [-1.65624, 0.81709, 2.37492], [-1.41589, -1.46801, 0.12509], [-1.32541, 0.20789, 1.69017], [-0.01271, -1.24843, 1.16810], [-0.40984, -0.16376, -1.64821], [2.01367, -1.63753, -0.48818], [1.89250, -0.96238, -2.12669], [0.86314, -2.33269, -1.65185], [1.47935, 0.65167, 0.58577], [1.32981, 1.57988, -0.93052], [-1.30163, 1.55833, -0.34704], [-0.36720, 2.22011, 1.01412], [-2.46798, 1.12552, 1.96590]],
  "atomic_forces_ev_per_a": [[0.21, 0.35, -0.20], [0.20, 0.03, -0.29], [0.12, -0.17, -0.08], [0.21, 0.04, -0.24], [0.10, -0.43, -0.43], [-0.86, -0.27, 1.08], [0.01, 1.03, 0.20], [0.00, 0.28, 0.47], [-0.04, 0.75, -0.08], [0.23, -0.01, -0.11], [-0.06, -0.03, -0.12], [0.02, -0.20, 0.05], [0.09, 0.01, 0.00], [0.07, 0.02, -0.34], [0.05, 0.04, -0.09], [0.27, -0.32, -0.20], [-0.31, -1.29, 0.18], [-0.29, 0.15, 0.22]]
}

---

[12]
{
  "formula": "C5H12O",
  "method": "ωB97M-V with the def2-TZVPD basis set",
  "homo_energy_ha": -0.3419,
  "smiles": "C=CCCC.O",
  "gap_ev": 10.1643,
  "total_charge": 0,
  "symbols": ["C", "C", "C", "C", "C", "H", "H", "H", "H", "H", "H", "H", "H", "H", "H", "O", "H", "H"],
  "positions_angstrom": [[-0.99643, 1.07778, -2.47077], [-0.41998, 0.75266, -1.28454], [0.86566, -0.17821, -1.11947], [0.92779, -0.93648, 0.21048], [1.48938, -2.38888, 0.11386], [-0.66422, 0.78876, -3.48412], [-1.76652, 1.86234, -2.58249], [-1.06982, 0.85183, -0.25940], [1.74498, 0.35028, -1.63735], [0.52347, -1.02351, -1.78706], [1.50256, -0.42153, 1.08062], [-0.10067, -1.11571, 0.56249], [1.45491, -2.81743, 1.13295], [2.55176, -2.48586, -0.15372], [0.99896, -3.07104, -0.57362], [-1.58578, 1.62890, 3.56274], [-2.49019, 1.73125, 3.39384], [-1.19756, 2.35822, 3.10855]],
  "atomic_forces_ev_per_a": [[0.55, 0.82, 0.47], [-1.18, -0.97, 1.35], [-2.10, -0.03, -2.08], [1.29, -0.15, 1.35], [0.99, 0.21, 0.82], [0.54, -0.06, 0.84], [-0.05, -0.87, 0.67], [1.81, 0.52, -2.54], [-0.96, -1.03, 1.38], [0.89, 0.80, 0.02], [-1.02, -0.57, -1.57], [0.20, 0.57, -0.09], [-0.23, 0.01, -0.47], [-0.12, 0.55, -0.06], [-0.58, 0.21, -0.08], [1.51, -0.83, 0.71], [-2.17, 0.05, -0.26], [0.67, 0.78, -0.46]]
}